No. 1
{
  "formula": "C5H8N2",
  "method": "ωB97M-V/def2-TZVPD",
  "symbols": ["C", "C", "C", "N", "C", "C", "N", "H", "H", "H", "H", "H", "H", "H", "H"],
  "xyz": [[-1.89, -1.24, 1.28], [-0.64, -0.73, 0.64], [-0.53, 0.32, -0.22], [0.81, 0.46, -0.48], [1.31, 1.47, -1.39], [1.45, -0.52, 0.21], [0.61, -1.25, 0.91], [-1.79, -2.28, 1.59], [-2.13, -0.65, 2.18], [-2.74, -1.16, 0.61], [-1.25, 1.00, -0.66], [0.60, 2.30, -1.37], [2.29, 1.84, -1.09], [1.37, 1.08, -2.41], [2.53, -0.64, 0.18]],
  "nbo_charge": [-0.635, 0.097, -0.122, -0.342, -0.398, 0.169, -0.462, 0.229, 0.217, 0.214, 0.211, 0.212, 0.213, 0.204, 0.194],
  "smiles": "Cc1cn(C)cn1",
  "gap_ha": 0.3428,
  "homo_energy_ev": -8.44,
  "energy_ha": -304.83120
}

No. 2
{
  "formula": "C42H95N7O15",
  "method": "ωB97M-V/def2-TZVPD",
  "symbols": ["C", "C", "C", "O", "C", "C", "C", "O", "O", "O", "H", "H", "C", "C", "C", "O", "C", "N", "H", "H", "H", "H", "H", "H", "H", "H", "H", "H", "H", "C", "C", "C", "O", "C", "N", "H", "H", "H", "H", "H", "H", "H", "H", "H", "H", "H", "C", "C", "C", "O", "C", "N", "H", "H", "H", "H", "H", "H", "H", "H", "H", "H", "H", "C", "O", "C", "C", "N", "C", "C", "O", "C", "H", "H", "H", "H", "H", "H", "H", "H", "H", "H", "H", "H", "H", "H", "H", "C", "O", "C", "C", "N", "C", "C", "O", "C", "H", "H", "H", "H", "H", "H", "H", "H", "H", "H", "H", "H", "H", "H", "H", "C", "O", "C", "C", "N", "C", "C", "O", "C", "H", "H", "H", "H", "H", "H", "H", "H", "H", "H", "H", "H", "H", "H", "H", "C", "O", "C", "C", "N", "C", "C", "O", "C", "H", "H", "H", "H", "H", "H", "H", "H", "H", "H", "H", "H", "H", "H", "H"],
  "xyz": [[-10.01, -16.92, 22.35], [-10.27, -17.83, 21.33], [-9.23, -18.18, 20.35], [-9.42, -19.07, 19.42], [-7.91, -17.64, 20.38], [-7.66, -16.63, 21.40], [-8.76, -16.24, 22.48], [-8.42, -15.58, 23.48], [-6.65, -15.93, 21.37], [-11.46, -18.34, 21.29], [-10.83, -16.80, 23.05], [-7.21, -17.81, 19.57], [-12.24, -13.71, 18.72], [-11.05, -13.91, 19.66], [-9.75, -14.05, 18.90], [-9.78, -15.11, 18.02], [-8.49, -15.52, 17.55], [-11.04, -12.72, 20.47], [-13.13, -13.68, 19.35], [-12.40, -14.63, 18.14], [-12.16, -12.83, 18.08], [-11.24, -14.79, 20.27], [-8.95, -14.07, 19.65], [-9.61, -13.17, 18.27], [-8.71, -16.26, 16.78], [-7.98, -16.07, 18.33], [-7.88, -14.76, 17.05], [-11.07, -11.93, 19.85], [-11.86, -12.72, 21.06], [-4.20, -10.61, 16.95], [-3.07, -11.43, 17.46], [-3.31, -12.97, 17.51], [-4.25, -13.24, 18.55], [-4.72, -14.59, 18.51], [-1.81, -10.99, 16.85], [-5.07, -10.67, 17.61], [-4.58, -10.96, 15.99], [-3.95, -9.56, 16.84], [-2.98, -11.03, 18.47], [-2.38, -13.50, 17.72], [-3.70, -13.34, 16.56], [-5.38, -14.78, 19.35], [-3.84, -15.23, 18.45], [-5.26, -14.71, 17.57], [-1.01, -11.18, 17.43], [-1.76, -9.99, 17.00], [-2.59, -16.58, 23.56], [-3.32, -17.04, 22.28], [-4.41, -18.08, 22.56], [-5.30, -17.60, 23.49], [-6.22, -18.59, 23.91], [-3.82, -15.91, 21.64], [-3.20, -16.04, 24.28], [-1.84, -15.86, 23.25], [-1.96, -17.42, 23.85], [-2.66, -17.65, 21.66], [-3.93, -19.01, 22.87], [-4.91, -18.16, 21.59], [-6.57, -19.29, 23.16], [-7.09, -18.11, 24.35], [-5.73, -19.12, 24.73], [-3.12, -15.40, 21.11], [-4.63, -16.15, 21.08], [-13.94, -15.81, 22.30], [-14.38, -15.69, 20.94], [-15.45, -16.50, 20.53], [-15.15, -17.94, 20.09], [-13.84, -18.23, 19.49], [-13.77, -17.50, 18.19], [-12.36, -17.51, 17.65], [-11.92, -18.73, 17.26], [-10.79, -18.75, 16.50], [-13.58, -16.84, 22.33], [-14.73, -15.65, 23.04], [-13.01, -15.27, 22.44], [-15.81, -16.12, 19.57], [-16.14, -16.48, 21.37], [-15.87, -18.23, 19.32], [-15.37, -18.66, 20.88], [-13.23, -17.79, 20.17], [-13.94, -16.44, 18.33], [-14.51, -17.96, 17.53], [-11.70, -17.00, 18.34], [-12.45, -16.71, 16.90], [-10.89, -18.20, 15.56], [-10.44, -19.74, 16.21], [-9.95, -18.23, 16.96], [0.77, -17.22, 21.26], [-0.46, -17.27, 20.52], [-0.43, -18.06, 19.27], [-0.21, -19.54, 19.60], [-1.32, -20.25, 20.19], [-2.65, -20.12, 19.55], [-3.56, -21.14, 20.16], [-4.74, -21.25, 19.41], [-5.65, -20.17, 19.44], [0.75, -16.50, 22.08], [1.62, -16.87, 20.68], [1.04, -18.23, 21.60], [0.36, -17.77, 18.57], [-1.37, -18.07, 18.73], [0.68, -19.63, 20.23], [0.06, -20.06, 18.68], [-1.39, -19.90, 21.14], [-2.59, -20.32, 18.48], [-3.02, -19.13, 19.83], [-3.93, -20.89, 21.16], [-3.03, -22.07, 20.32], [-6.11, -19.95, 18.48], [-5.21, -19.18, 19.63], [-6.43, -20.34, 20.19], [-14.03, -20.68, 22.60], [-12.83, -21.30, 22.09], [-11.66, -21.36, 22.91], [-10.75, -22.58, 22.52], [-9.93, -22.15, 21.35], [-9.21, -23.26, 20.77], [-8.54, -22.97, 19.48], [-9.46, -22.59, 18.45], [-8.66, -22.46, 17.24], [-13.76, -19.67, 22.93], [-14.43, -21.30, 23.41], [-14.79, -20.44, 21.86], [-11.93, -21.32, 23.97], [-11.13, -20.42, 22.74], [-11.39, -23.45, 22.38], [-9.99, -22.81, 23.27], [-9.28, -21.49, 21.76], [-9.79, -24.16, 20.56], [-8.42, -23.61, 21.44], [-7.99, -23.89, 19.23], [-7.93, -22.11, 19.76], [-8.27, -23.47, 17.08], [-7.85, -21.74, 17.38], [-9.27, -22.17, 16.38], [-4.24, -17.34, 26.70], [-5.39, -16.57, 26.20], [-6.45, -16.66, 27.16], [-7.70, -15.81, 26.73], [-7.45, -14.37, 26.37], [-6.58, -13.72, 27.41], [-6.19, -12.27, 27.04], [-5.46, -12.34, 25.81], [-4.92, -10.98, 25.57], [-4.29, -18.38, 26.37], [-4.00, -17.42, 27.76], [-3.36, -16.88, 26.25], [-5.94, -16.32, 28.06], [-6.70, -17.72, 27.26], [-8.36, -15.78, 27.61], [-8.23, -16.40, 25.99], [-8.37, -13.93, 26.35], [-5.68, -14.28, 27.62], [-7.09, -13.67, 28.38], [-5.72, -11.89, 27.95], [-7.01, -11.57, 26.87], [-4.52, -10.93, 24.56], [-4.09, -10.85, 26.27], [-5.67, -10.18, 25.62]],
  "mulliken_charge": [-0.936, 0.125, 0.227, -0.882, -0.355, 1.039, 0.131, -0.779, -1.115, -0.723, 0.321, 1.171, -1.359, 1.878, -1.093, -0.184, -0.587, -0.835, 0.487, -0.052, 0.399, -0.651, 0.400, 0.318, 0.304, -0.095, 0.378, 0.322, 0.333, -1.497, 0.743, -0.660, -0.281, -0.444, -0.825, 0.322, 0.308, 0.391, 0.177, 0.240, 0.329, 0.116, 0.233, 0.320, 0.269, 0.274, -1.836, 1.873, -0.522, 0.305, -0.788, -0.299, 0.081, 0.479, 0.472, -1.039, 0.693, -0.411, 0.371, -0.132, 0.346, 0.323, -0.171, -0.486, -0.190, -0.630, -0.419, 0.098, -0.401, -0.343, -0.369, -0.258, 0.065, 0.359, 0.190, 0.299, 0.446, 0.574, -0.246, -0.163, 0.287, 0.335, -0.094, 0.507, 0.405, 0.084, -0.116, -0.920, -0.140, -0.448, -1.103, -0.310, -0.147, -0.577, -0.436, -0.480, 0.258, 0.343, 0.334, 0.496, 0.254, 0.463, 0.367, 0.413, 0.396, 0.044, 0.162, 0.379, 0.415, 0.073, 0.165, -0.804, -0.301, 0.259, -0.874, 0.087, -1.193, 0.387, -0.356, -0.666, 0.267, 0.410, 0.178, 0.504, -0.344, 0.358, 0.413, -0.129, 0.401, 0.367, 0.533, -0.294, 0.411, 0.119, 0.250, -0.986, 0.196, -1.203, -0.648, -0.050, -0.583, -0.795, -0.139, -0.861, 0.275, 0.460, 0.247, 0.729, 0.389, 0.470, 0.156, 0.225, 0.238, 0.365, 0.387, 0.407, 0.230, 0.329, 0.299],
  "gap_ha": 0.1655,
  "charge": -2,
  "homo_energy_ev": -0.87,
  "energy_ha": -3168.72182
}